This record from OMol25 describes one molecule with the formula C6H11NO. The level of theory is ωB97M-V with the def2-TZVPD basis set.

The LUMO energy is 0.8473 eV. The multiplicity is 1. The calculation puts the frontier orbital gap at 8.91 eV. The calculation puts the strongest force on any atom at 0.90 eV Å⁻¹. For the HOMO energy, the calculation gives -8.065 eV. Its total energy is -9937.8944 eV. The calculation puts the energy above the lowest of the compared OMol25 structures with the same formula, charge and spin at 0.560 eV.

Last column: natural (NBO) charge in e.
Atoms and positions in Å:
C -2.61 0.21 0.00  -0.71
C -1.28 -0.51 0.11  0.55
O -1.26 -1.73 0.27  -0.61
C -0.07 0.26 0.00  -0.29
C -0.09 1.77 -0.05  -0.63
C 1.14 -0.40 0.05  0.34
C 1.34 -1.87 -0.09  -0.65
N 2.30 0.30 0.18  -0.78
H -2.79 0.80 0.89  0.22
H -2.65 0.85 -0.87  0.22
H -3.40 -0.54 -0.09  0.24
H 0.51 2.19 0.76  0.20
H 0.30 2.14 -1.00  0.21
H -1.09 2.16 0.08  0.23
H 0.75 -2.27 -0.92  0.25
H 2.39 -2.12 -0.25  0.19
H 1.01 -2.38 0.82  0.26
H 3.18 -0.17 0.03  0.39
H 2.32 1.29 0.05  0.39